(1)
Below is C2IN5 in the gas phase, with properties calculated with the ωB97M-V functional and the def2-TZVPD basis.

Its LUMO energy is -2.5 eV. For the max |F|, the calculation gives 5.13 eV/A. The SMILES is N#CC1(I)N=NN=N1. The total energy is -647.5389 Eh. As for the spin multiplicity: 1. Its energy relative to the best compared isomer or geometry (same formula, charge and spin) is 161.73 kJ/mol.

```
8
Properties=species:S:1:pos:R:3:mulliken_charge:R:1
N 0.07 -2.45 -0.18 -0.342
C -0.24 -1.36 0.08 0.091
C -0.65 0.20 0.13 0.449
I -2.86 0.17 0.00 0.195
N -0.02 0.63 -1.11 -0.068
N 0.95 1.27 -0.73 -0.125
N 1.01 1.36 0.68 -0.087
N 0.03 0.77 1.25 -0.114
```

---

(2)
Below is a molecular structure, C28H66N10NiO15S, with properties calculated with the ωB97M-V functional and the def2-TZVPD basis.

Its LUMO energy (spin up / spin down) is -0.2 / -0.2 eV. For the max |F|, the calculation gives 6.30 eV/A. The total energy is -4689.0237 Eh. As for the spin multiplicity: 3. The expectation value of S² is 2.00.

```
121
Properties=species:S:1:pos:R:3:mulliken_charge:R:1
Ni 11.79 14.17 13.03 1.336
S 12.72 12.23 14.50 0.584
O 14.14 12.11 14.74 -0.659
O 11.93 11.25 15.19 -0.758
O 12.23 13.55 14.79 -0.226
O 12.43 12.26 13.04 -0.823
C 10.40 7.67 11.29 -0.075
O 11.17 8.24 10.54 -0.513
N 10.03 8.16 12.45 0.363
C 10.11 9.55 12.81 -0.837
C 9.46 7.29 13.47 -0.940
H 9.98 6.67 11.08 0.319
H 10.30 10.27 12.01 0.059
H 10.87 9.64 13.58 0.323
H 9.15 9.84 13.22 0.388
H 9.98 7.43 14.41 0.280
H 8.38 7.46 13.56 0.300
H 9.53 6.26 13.12 0.351
C 14.42 15.91 14.04 -0.214
O 13.51 15.31 13.47 -0.077
N 15.09 16.96 13.59 0.296
C 16.12 17.71 14.36 -0.897
C 14.92 17.39 12.22 -0.790
H 14.82 15.56 15.00 0.594
H 17.09 17.44 13.94 0.337
H 16.05 17.53 15.44 0.298
H 15.94 18.77 14.22 0.316
H 14.76 18.47 12.15 0.433
H 15.79 17.19 11.60 0.327
H 14.07 16.83 11.83 -0.230
C 13.83 9.62 12.03 0.805
O 13.47 9.58 10.82 -0.726
N 14.98 9.15 12.49 0.212
C 15.30 9.41 13.88 -0.941
C 16.08 8.54 11.77 -1.027
H 13.23 10.15 12.79 -0.247
H 15.44 8.47 14.42 0.395
H 14.50 9.92 14.41 0.205
H 16.17 10.05 14.07 0.300
H 16.28 7.59 12.27 0.347
H 15.88 8.42 10.70 0.321
H 17.00 9.13 11.83 0.304
C 8.44 16.90 7.35 0.110
O 9.54 17.18 6.80 -0.625
N 8.34 16.69 8.67 0.230
C 7.06 16.58 9.25 -0.741
C 9.51 16.53 9.56 -0.485
H 7.48 16.85 6.82 0.283
H 6.37 16.07 8.57 0.397
H 6.65 17.53 9.58 0.344
H 7.02 16.07 10.21 0.012
H 9.54 15.61 10.14 0.035
H 10.39 16.61 8.93 0.121
H 9.53 17.29 10.33 0.339
C 8.89 13.14 11.99 -0.462
O 9.94 13.48 12.58 0.343
N 7.66 13.71 12.19 0.488
C 6.42 12.97 12.02 -1.088
C 7.46 14.82 13.13 -1.077
H 8.76 12.31 11.27 0.322
H 5.70 13.74 11.75 0.371
H 6.12 12.48 12.95 0.275
H 6.55 12.27 11.20 0.388
H 7.16 14.61 14.16 0.334
H 8.25 15.57 13.19 0.058
H 6.61 15.36 12.73 0.512
C 12.15 13.76 9.81 -0.211
O 11.98 14.19 10.97 -0.644
N 12.86 14.46 8.86 0.568
C 13.14 13.94 7.52 -1.067
C 13.41 15.80 9.00 -0.605
H 11.93 12.71 9.54 0.356
H 14.14 13.57 7.33 0.266
H 12.95 14.81 6.89 0.374
H 12.46 13.12 7.32 0.374
H 12.85 16.65 8.61 0.367
H 13.58 16.02 10.06 -0.224
H 14.39 15.87 8.53 0.448
C 15.08 14.64 19.04 0.198
O 15.48 13.93 19.92 -0.561
N 13.75 14.95 18.84 0.092
C 13.17 15.89 17.79 -0.497
C 12.80 14.24 19.68 -0.978
H 15.71 15.16 18.30 0.263
H 14.06 16.44 17.48 0.297
H 12.54 16.61 18.32 0.303
H 12.49 15.35 17.13 0.007
H 12.25 13.56 19.03 0.217
H 13.26 13.58 20.41 0.353
H 12.15 14.91 20.25 0.310
C 8.77 11.71 15.67 0.476
O 8.03 10.95 15.08 -0.682
N 8.79 11.89 17.04 0.195
C 9.68 12.84 17.66 -0.683
C 7.87 11.17 18.01 -1.082
H 9.60 12.26 15.21 -0.020
H 10.40 13.12 16.88 -0.266
H 10.20 12.43 18.52 0.516
H 9.13 13.70 18.05 0.335
H 8.50 10.80 18.82 0.352
H 7.11 11.81 18.47 0.340
H 7.32 10.33 17.59 0.314
C 10.91 16.92 14.13 -0.261
O 10.82 15.95 13.34 -0.461
N 10.42 16.92 15.39 0.310
C 10.45 18.10 16.23 -0.686
C 9.85 15.69 15.94 -1.071
H 11.32 17.90 13.83 0.284
H 11.03 17.98 17.15 0.193
H 9.49 18.52 16.52 0.315
H 10.99 18.78 15.56 0.259
H 10.32 14.82 15.49 -0.025
H 10.08 15.63 17.00 0.681
H 8.78 15.79 15.74 0.398
C 15.75 12.82 11.91 -0.169
N 16.07 13.73 10.74 0.949
O 16.40 14.90 10.90 -0.601
O 15.96 13.27 9.65 -0.558
H 16.03 13.35 12.82 0.176
H 16.33 11.90 11.82 0.219
H 14.67 12.72 11.89 -0.050
```

---

(3)
Below is C20H21FN4O4S2 in the gas phase, with properties calculated with the ωB97M-V functional and the def2-TZVPD basis.

Its LUMO energy is 0.4 eV. For the max |F|, the calculation gives 1.67 eV/A. The SMILES is CCOC(=O)c1c(NC(=O)CSc2nnc(CNc3ccc(F)cc3)o2)sc(C)c1C. The total energy is -2190.9857 Eh. As for the spin multiplicity: 1. Its energy relative to the best compared isomer or geometry (same formula, charge and spin) is 32.44 kJ/mol.

```
52
Properties=species:S:1:pos:R:3:mulliken_charge:R:1
C 0.54 3.23 1.47 -0.968
C 1.26 3.23 0.13 -0.206
O 2.30 2.26 0.08 -0.311
C 1.97 1.01 -0.22 0.851
O 0.82 0.67 -0.50 -0.735
C 3.09 0.07 -0.20 0.198
C 2.85 -1.29 -0.31 0.220
N 1.61 -1.86 -0.44 0.186
C 1.43 -3.21 -0.35 0.657
O 2.36 -3.98 -0.30 -0.631
C -0.02 -3.64 -0.28 -0.691
S -0.67 -3.27 1.40 -0.182
C -1.06 -1.60 1.23 0.537
N -1.11 -0.71 2.17 -0.795
N -1.54 0.43 1.60 -0.251
C -1.72 0.20 0.35 1.395
C -2.21 1.14 -0.70 -1.238
N -3.28 0.59 -1.50 -0.189
C -4.43 0.10 -0.92 0.618
C -4.84 0.46 0.37 -0.120
C -6.03 -0.02 0.88 -0.795
C -6.82 -0.84 0.11 0.274
F -7.99 -1.31 0.62 -0.338
C -6.45 -1.21 -1.17 -0.631
C -5.25 -0.74 -1.67 -0.512
O -1.45 -1.09 0.03 -0.302
S 4.27 -2.23 -0.20 -0.316
C 5.23 -0.78 -0.03 0.762
C 6.71 -0.91 0.11 -1.445
C 4.48 0.35 -0.04 -0.378
C 5.05 1.73 0.10 -1.277
H 0.01 2.29 1.63 0.166
H 1.26 3.36 2.28 0.352
H -0.18 4.04 1.50 0.352
H 1.76 4.18 -0.05 0.386
H 0.55 3.04 -0.68 0.181
H 0.86 -1.18 -0.52 -0.038
H -0.65 -3.14 -1.01 0.245
H -0.09 -4.72 -0.39 0.432
H -1.37 1.38 -1.36 0.403
H -2.53 2.06 -0.20 0.252
H -2.97 0.07 -2.31 0.303
H -4.22 1.10 0.98 0.337
H -6.34 0.25 1.88 0.434
H -7.08 -1.86 -1.75 0.427
H -4.95 -1.03 -2.67 0.322
H 6.99 -1.96 0.08 0.422
H 7.23 -0.39 -0.69 0.334
H 7.05 -0.49 1.06 0.330
H 6.13 1.69 0.11 0.417
H 4.72 2.35 -0.73 0.292
H 4.70 2.19 1.02 0.264
```

---

(4)
Below is a molecular structure, C21H31ClO10P4V, with properties calculated with the ωB97M-V functional and the def2-TZVPD basis.

Its LUMO energy (spin up / spin down) is 4.7 / 4.7 eV. For the max |F|, the calculation gives 0.56 eV/A. The charge is -2. The total energy is -4341.2675 Eh. As for the spin multiplicity: 2. Its energy relative to the best compared isomer or geometry (same formula, charge and spin) is 0.00 kJ/mol. The expectation value of S² is 0.78.

```
68
Properties=species:S:1:pos:R:3:mulliken_charge:R:1
V 0.10 -0.46 0.65 1.187
C 2.35 1.16 -1.80 -1.286
P 1.11 -0.16 -1.54 1.829
C 2.23 -1.61 -1.74 -1.466
C 0.27 -0.14 -3.20 -0.106
C 0.50 -1.15 -4.14 -0.647
C -0.16 -1.18 -5.36 -0.746
C -1.09 -0.19 -5.66 -0.899
C -1.32 0.82 -4.74 -0.683
C -0.65 0.86 -3.52 0.243
P -0.96 2.22 -2.30 1.512
C -1.18 3.63 -3.48 -1.683
C -2.73 1.89 -1.93 -1.088
H 2.88 1.04 -2.75 0.406
H 3.06 1.12 -0.97 0.422
H 1.85 2.13 -1.78 0.241
H 2.94 -1.48 -2.56 0.461
H 1.64 -2.51 -1.88 0.352
H 2.78 -1.71 -0.80 0.111
H 1.19 -1.96 -3.92 0.287
H 0.03 -1.98 -6.06 0.352
H -1.63 -0.20 -6.60 0.344
H -2.06 1.58 -4.97 0.112
H -1.99 3.48 -4.20 0.421
H -0.25 3.79 -4.02 0.379
H -1.39 4.51 -2.89 0.458
H -3.31 1.66 -2.83 0.419
H -3.14 2.77 -1.44 0.442
H -2.81 1.06 -1.22 -0.104
O 4.24 -1.53 1.84 -0.567
P 2.76 -1.06 2.31 0.793
O 2.87 -0.42 3.63 -0.808
O 2.16 -0.35 1.11 -0.158
O 2.01 -2.50 2.37 -0.168
P 0.39 -2.64 2.25 0.293
O 0.10 -3.72 3.42 -0.561
O 0.14 -3.23 0.90 -0.696
O -0.25 -1.35 2.62 -0.661
H 4.79 -1.46 2.62 0.271
H 0.37 -4.59 3.11 0.307
C -3.03 -3.85 -0.79 -1.983
C -2.36 -2.62 -1.39 2.293
C -2.88 -2.35 -2.80 -1.441
O -0.98 -2.84 -1.51 -0.526
C -2.71 -1.40 -0.49 -0.041
O -3.91 -1.10 -0.40 -0.781
O -1.76 -0.77 0.07 -0.375
H -2.88 -4.71 -1.45 0.391
H -4.10 -3.67 -0.65 0.380
H -2.59 -4.07 0.18 0.387
H -2.73 -3.23 -3.42 0.423
H -2.33 -1.52 -3.25 0.035
H -3.94 -2.09 -2.77 0.340
H -0.62 -2.99 -0.61 0.218
Cl -2.81 3.18 1.41 -0.245
C -1.20 3.65 0.87 0.633
C -1.09 4.89 0.26 -0.522
C 0.15 5.36 -0.15 -0.477
C 1.26 4.56 0.09 -0.600
C 1.13 3.33 0.71 -0.330
C -0.12 2.79 1.10 0.062
C -0.19 1.49 1.70 -1.669
H -1.99 5.48 0.11 0.373
H 0.24 6.32 -0.63 0.326
H 2.25 4.90 -0.20 0.342
H 2.01 2.72 0.88 0.465
H -1.13 1.29 2.22 0.602
H 0.65 1.30 2.37 0.404
```

---

(5)
Below is 2 unconnected molecules or ions with the total composition C3H8O, with properties calculated with the ωB97M-V functional and the def2-TZVPD basis.

Its LUMO energy is 1.0 eV. For the max |F|, the calculation gives 0.76 eV/A. The SMILES is C=CC.O. The total energy is -194.3096 Eh. As for the spin multiplicity: 1. Its energy relative to the best compared isomer or geometry (same formula, charge and spin) is 69.12 kJ/mol.

```
12
Properties=species:S:1:pos:R:3:mulliken_charge:R:1
C 0.24 -1.74 -0.17 -0.622
C -0.31 -0.66 -0.70 -0.004
C -1.40 0.19 -0.13 -1.082
H 1.02 -2.23 -0.75 0.258
H -0.09 -2.13 0.79 0.262
H 0.04 -0.32 -1.67 0.258
H -2.32 -0.04 -0.67 0.315
H -1.61 0.07 0.94 0.318
H -1.25 1.24 -0.31 0.312
O 1.35 1.80 0.67 -0.656
H 0.63 1.97 1.28 0.311
H 1.49 0.84 0.69 0.330
```